No. 1
Formula: C30H88N8O12
Source: the Open Molecules 2025 dataset
Level of theory: ωB97M-V with the def2-TZVPD basis set

E (Eh): -2536.64693
E_HOMO (eV): -9.31
E_LUMO (eV): 0.51

Geometry as XYZ:
```
138
Properties=species:S:1:pos:R:3:forces:R:3
C 8.678436 16.010989 11.422031 0.593 -0.121 0.166
O 9.913215 15.750318 10.821509 0.862 -0.201 0.043
C 10.675653 16.881189 10.426827 -1.846 0.783 -0.031
C 12.110327 16.505573 10.276922 2.006 0.706 0.428
C 12.853273 16.432460 11.645684 0.284 -1.617 0.803
N 12.722863 17.570003 9.457035 0.304 -0.383 -0.993
H 8.022245 16.598342 10.830914 -0.562 0.759 -0.905
H 8.742781 16.474249 12.398062 0.341 0.179 0.393
H 8.266475 15.046898 11.510087 -0.925 -1.121 0.419
H 10.240391 17.251812 9.449742 0.665 -0.152 0.911
H 10.558195 17.691191 11.201954 0.166 -0.512 -0.730
H 12.206054 15.531702 9.792983 -0.150 0.040 -0.135
H 13.988431 16.486022 11.641883 -1.306 -0.444 -0.697
H 12.543581 15.469978 12.217881 0.498 1.662 -0.799
H 12.616932 17.298385 12.250656 -0.526 0.209 0.227
H 13.176255 17.218907 8.602479 -0.534 0.064 0.539
H 13.461949 18.046034 9.943155 0.254 0.157 0.402
C 14.758047 14.294932 9.686400 0.040 0.736 -0.435
O 15.851462 14.320476 10.589773 0.338 -1.367 0.310
C 16.719570 13.159430 10.464828 -0.347 0.526 0.943
C 17.946292 13.396164 11.329347 0.959 -2.202 -0.510
C 19.095709 12.360928 11.066724 -0.254 0.977 -1.632
N 17.835528 13.500564 12.751991 0.521 0.951 -0.313
H 13.978217 13.505174 9.806091 0.882 0.359 0.298
H 15.162188 14.260456 8.664984 -0.230 -0.270 -0.015
H 14.307587 15.285684 9.803788 -0.089 -0.311 -0.080
H 16.183007 12.232043 10.684981 -0.062 0.120 0.107
H 17.114005 13.100810 9.463983 -0.115 -0.061 -0.790
H 18.339483 14.289500 10.947525 0.587 1.719 -0.444
H 19.895848 12.662008 11.760215 -0.183 -0.666 -0.081
H 19.496843 12.568484 10.034362 -0.280 -0.327 0.861
H 18.800570 11.293851 11.063403 0.156 0.543 0.585
H 16.947356 13.822043 12.998486 -1.659 0.319 0.787
H 18.072097 12.664869 13.224355 0.018 -0.965 0.642
C 21.932841 18.419720 10.496516 0.056 0.022 -0.540
O 22.440486 17.098433 10.209564 -0.367 1.045 0.124
C 21.817208 16.162520 11.074428 -0.600 0.502 -1.236
C 22.149226 16.368636 12.522659 -0.213 1.300 0.130
C 23.668221 16.477599 12.535777 0.588 -1.218 -0.794
N 21.484662 15.253065 13.268975 1.782 0.265 -1.509
H 20.832174 18.450211 10.596525 0.204 -0.334 -0.317
H 22.227821 19.097018 9.672002 -0.048 -0.477 0.460
H 22.284049 18.808631 11.451668 0.356 0.036 -0.055
H 20.761554 16.293523 10.889457 -0.720 -0.397 0.217
H 22.106492 15.171264 10.707134 0.115 -0.007 0.274
H 21.756746 17.362514 12.883727 -0.067 -1.063 -0.252
H 23.991424 15.533454 12.060814 0.342 -0.054 0.565
H 24.143513 16.597185 13.493322 0.062 0.038 0.485
H 24.089335 17.187714 11.803450 -0.612 0.190 0.617
H 22.083668 14.438293 12.992530 -0.857 0.562 0.933
H 21.636277 15.495646 14.228384 0.124 -0.538 0.812
C 18.296075 8.200997 13.517352 1.002 0.356 0.479
O 18.730586 8.679900 12.265931 0.292 -0.519 -0.177
C 19.331778 7.647309 11.500453 -0.836 -0.398 -1.547
C 20.727378 7.198202 11.906735 -0.426 -0.948 -0.196
C 21.733357 8.299557 11.939180 -1.152 1.560 0.811
N 21.298194 6.184474 11.002391 -0.792 -0.603 0.204
H 17.806781 8.994891 14.041911 -0.333 0.580 0.147
H 19.132918 7.881394 14.147992 0.129 0.062 0.001
H 17.645661 7.361370 13.448932 -0.791 -0.803 -0.389
H 18.614993 6.764778 11.381449 0.840 0.789 0.496
H 19.451984 8.018393 10.478564 -0.270 0.367 -0.054
H 20.557352 6.835173 12.928882 0.809 -0.648 -0.212
H 21.563184 9.095695 11.196682 0.057 -0.427 -0.063
H 22.728345 7.919503 11.878666 0.641 -0.180 0.104
H 21.522076 8.758590 12.902917 0.686 0.571 0.134
H 21.430013 6.596440 10.082778 0.022 0.048 0.080
H 20.698552 5.368140 10.863034 0.084 0.311 0.161
N 10.710811 13.314417 8.811437 -0.031 -0.442 0.654
C 11.549111 12.345071 9.346383 -1.204 2.190 -1.308
N 11.662100 12.399396 10.664298 -0.192 0.271 1.344
O 12.102026 11.601663 8.543576 0.474 -1.053 0.429
H 10.922774 13.439831 7.863843 0.073 0.116 -1.484
H 10.512494 14.179250 9.275938 -0.173 0.130 0.683
H 12.177553 11.700558 11.142058 0.703 -0.682 0.478
H 11.241164 13.138650 11.232527 0.146 -0.496 -0.714
N 16.640145 16.816613 13.330549 -1.840 0.768 0.192
C 17.813050 17.369882 12.957810 0.846 0.119 -0.156
N 18.817558 16.505982 12.702756 0.441 1.426 -0.043
O 17.950429 18.607818 12.887931 -0.008 -0.420 0.114
H 15.988163 17.611764 13.514469 0.224 -1.551 -0.496
H 16.313632 15.990797 12.809237 0.043 0.730 0.459
H 19.707919 16.973524 12.859915 -0.043 -0.730 -0.390
H 18.705359 15.529422 12.910133 0.223 -0.522 0.294
C 16.222439 9.309689 8.725324 0.330 0.399 -2.004
C 15.233235 10.281022 7.993045 -0.662 -2.750 -0.061
O 14.671589 11.156775 8.911916 -1.150 0.778 0.429
H 15.691451 8.666159 9.401226 -0.395 -0.468 0.148
H 16.979331 9.808393 9.326266 0.089 0.391 -0.130
H 16.754008 8.711266 7.923180 -0.549 0.403 1.047
H 14.386025 9.632106 7.591341 1.018 0.512 0.254
H 15.666016 10.728107 7.089779 0.238 0.439 0.430
H 13.669274 11.206505 8.757569 1.113 0.193 0.058
C 20.427665 18.670962 15.600566 0.413 -0.005 0.445
C 20.606986 19.917306 14.735428 -0.340 -1.090 -0.154
O 20.664904 19.455876 13.356653 0.076 0.815 0.646
H 19.616123 18.062125 15.177060 -0.249 0.364 0.760
H 20.455124 18.821107 16.717536 -0.696 0.039 -1.142
H 21.296381 18.067382 15.422146 0.738 -0.459 -0.156
H 21.528111 20.425721 15.014947 0.183 -0.021 -0.428
H 19.800062 20.615013 14.918829 -0.332 0.228 -0.323
H 19.755516 19.370752 13.008535 0.075 0.005 0.379
C 19.166854 15.320021 8.384782 0.071 -0.020 1.496
C 18.370843 14.928590 7.220131 -0.707 -0.630 -1.822
O 18.054595 16.126528 6.462742 -0.519 -0.639 0.235
H 19.504514 14.465413 8.971285 -0.197 -0.057 0.157
H 18.533013 15.987701 8.989694 0.508 -0.391 0.031
H 20.063547 15.842806 8.116931 0.556 0.482 -0.299
H 17.446281 14.372145 7.541289 0.453 1.083 -0.462
H 18.862906 14.214370 6.525625 0.093 0.294 0.457
H 18.886220 16.554801 6.218476 -0.157 -0.238 0.141
C 20.991144 12.148001 15.692309 -0.170 0.351 -1.138
C 20.233577 11.126712 14.843949 0.225 0.298 0.820
O 18.834684 11.333968 14.996802 -0.301 -0.243 -0.666
H 22.049690 11.927698 15.726751 0.251 -0.123 0.161
H 20.583138 12.227791 16.704010 0.084 -0.243 -0.081
H 20.877078 13.105388 15.196866 0.035 0.476 0.124
H 20.506661 10.177278 15.263618 -0.112 -0.969 0.004
H 20.489452 11.098305 13.767696 -0.119 0.362 0.524
H 18.682930 11.929981 15.730551 0.040 0.093 0.138
C 13.641354 8.697441 13.106078 -1.871 -0.391 -1.001
C 14.598429 9.719144 12.485082 0.513 -0.701 1.189
O 13.976274 10.661406 11.664480 -1.006 0.721 -0.287
H 12.849007 9.237396 13.673636 0.410 -0.360 -0.372
H 14.047696 7.925808 13.795709 0.304 0.744 -0.546
H 13.121771 8.136941 12.254779 0.534 0.652 1.155
H 15.313998 9.170374 11.906938 0.821 -0.255 -0.234
H 15.098830 10.207500 13.343905 0.105 0.115 -0.567
H 14.342730 10.758456 10.758495 0.229 -0.438 0.441
C 17.886544 18.629866 9.306823 0.248 -1.745 0.744
C 16.798195 17.660979 9.851292 2.034 -0.598 -0.653
O 15.899777 18.340011 10.663305 -0.156 0.285 0.839
H 18.735416 18.131136 8.789150 -0.629 0.128 0.423
H 18.260818 19.118372 10.200237 0.293 0.477 -0.070
H 17.445695 19.295391 8.625112 -0.522 1.206 -0.762
H 17.363666 16.852838 10.412405 -0.962 0.513 -0.524
H 16.205767 17.248012 9.059321 -0.051 -0.606 -0.561
H 16.480762 18.591816 11.391322 -0.421 0.658 0.542
```
Positions in Å, forces in eV/Å.

These are the Mulliken partial charges, in e, on atoms 1 to 2:
1. C -0.947
2. O -0.308


No. 2
Formula: C4H9NO2
Source: the Open Molecules 2025 dataset
Level of theory: ωB97M-V with the def2-TZVPD basis set

E (Eh): -363.02210
E_HOMO (eV): -10.04
E_LUMO (eV): 1.05

Geometry as XYZ:
```
16
Properties=species:S:1:pos:R:3:forces:R:3
H 1.783926 -0.845286 1.193341 -0.058 0.055 -0.056
N 1.054407 -0.381126 0.643074 -0.145 0.097 0.373
C 0.177618 0.128522 1.409854 0.084 -0.061 -0.132
C 0.139478 0.091872 2.910200 0.064 -0.051 0.052
H -0.651806 0.646797 0.920946 0.078 -0.081 0.110
H 0.997225 -0.443651 3.330556 -0.113 0.074 -0.084
H 0.123467 1.110775 3.314049 -0.006 -0.132 -0.070
H -0.783083 -0.397729 3.243494 0.120 0.075 -0.042
C -0.087939 -0.881299 -2.497141 -0.020 -0.239 -0.015
O 0.214795 0.517800 -2.587377 -0.049 0.129 0.055
C -0.522697 1.306295 -1.816803 -0.295 0.004 0.170
O -1.460895 0.963446 -1.138316 0.400 0.142 -0.326
H 0.489615 -1.355997 -3.290308 -0.084 0.049 0.123
H 0.222472 -1.241149 -1.512933 -0.078 0.025 -0.169
H -1.157455 -1.050179 -2.643109 0.150 0.015 0.012
H -0.161990 2.342147 -1.896138 -0.048 -0.099 -0.001
```
Positions in Å, forces in eV/Å.

These are the Mulliken partial charges, in e, on atoms 1 to 2:
1. H 0.206
2. N -0.541


No. 3
Formula: C3H4N2
Source: the Open Molecules 2025 dataset
Level of theory: ωB97M-V with the def2-TZVPD basis set

E (Eh): -226.16498
E_HOMO (eV): -10.25
E_LUMO (eV): 0.73

Geometry as XYZ:
```
9
Properties=species:S:1:pos:R:3:forces:R:3
C 1.224979 -1.302647 -0.076922 -1.236 1.522 -0.020
N 0.063056 -0.819683 -0.279104 -0.716 -0.147 -0.431
C -0.383775 0.524239 0.148902 0.926 0.167 0.753
C -1.661083 1.168770 -0.331578 1.783 -1.685 -0.035
N -2.582853 1.772024 -0.626798 -0.691 0.392 -0.191
H 1.395535 -2.308867 -0.419569 0.098 -0.303 -0.050
H 2.064130 -0.770491 0.387544 -0.111 0.073 0.046
H 0.407632 1.268056 -0.041289 -0.209 -0.113 0.125
H -0.527622 0.468598 1.238813 0.156 0.095 -0.198
```
Positions in Å, forces in eV/Å.

These are the Mulliken partial charges, in e, on atoms 1 to 2:
1. C -0.222
2. N -0.424


No. 4
Formula: C5H23NO8
Source: the Open Molecules 2025 dataset
Level of theory: ωB97M-V with the def2-TZVPD basis set

E (Eh): -861.03792
E_HOMO (eV): -10.28
E_LUMO (eV): 0.35

Geometry as XYZ:
```
37
Properties=species:S:1:pos:R:3:forces:R:3
C -0.947837 1.594623 3.049758 0.488 -0.036 -0.774
C -1.212320 0.968237 1.655120 0.193 -0.134 0.769
C 0.044963 0.192285 1.203036 -0.772 0.365 0.223
C 0.273866 -1.022525 2.076661 0.751 0.028 0.022
N -0.042929 -0.256575 -0.177324 -0.008 0.030 -0.054
C -0.137238 0.633387 -1.165516 -0.126 -0.135 -0.305
O -0.033410 1.846124 -1.071813 -0.186 -0.391 -0.254
O -0.325798 0.033003 -2.382101 0.033 0.283 0.165
H 0.146256 1.609471 3.151888 -0.234 -0.050 0.575
H -1.430876 1.030844 3.848150 0.224 0.199 0.058
H -1.230946 2.647768 3.069806 -0.314 -0.165 0.168
H -2.054320 0.271672 1.700803 -0.052 0.158 -0.215
H -1.443956 1.782142 0.977941 -0.118 -0.163 -0.409
H 0.877437 0.894462 1.268878 0.183 -0.135 0.057
H -0.450106 -1.797535 1.874363 -0.373 -0.202 -0.075
H 0.248014 -0.788725 3.133504 -0.174 0.197 0.147
H 1.264352 -1.434080 1.895222 0.104 -0.150 -0.135
H -0.308684 -1.215933 -0.364510 -0.072 0.057 0.048
H -0.300377 0.767867 -3.008195 -0.113 -0.003 -0.177
O 1.073543 3.518017 0.779539 0.757 0.310 1.481
H 1.362395 3.926481 -0.035175 -0.484 -0.259 -0.410
H 0.298787 2.967917 0.667990 -0.093 0.122 -0.905
O 2.788332 1.637568 -0.827289 1.287 -0.410 -0.158
H 2.109100 1.581382 -1.503760 -0.308 0.384 0.510
H 2.439104 1.873701 0.033180 -0.683 0.423 -0.147
O 0.644697 -2.641674 -3.036782 -0.408 -0.517 -0.002
H 0.452818 -1.705188 -3.150721 0.504 0.243 0.030
H 1.568107 -2.739990 -2.774979 -0.059 0.475 -0.048
O -1.301199 -2.778417 -1.057658 -0.123 -0.019 -0.062
H -0.692512 -2.696603 -1.819075 0.144 -0.173 -0.041
H -1.631772 -3.677472 -1.131091 0.014 -0.132 0.136
O -3.904712 -1.734442 -0.021422 -0.276 0.011 -0.379
H -3.050665 -2.078904 -0.307936 0.234 0.069 -0.054
H -4.394373 -1.642473 -0.853450 0.119 0.020 0.398
O 2.902021 -0.683764 -2.206917 0.186 -0.451 -0.148
H 3.824108 -0.387482 -2.172108 -0.369 -0.007 -0.011
H 2.576129 -0.495170 -1.318016 0.126 0.156 -0.023
```
Positions in Å, forces in eV/Å.

These are the Mulliken partial charges, in e, on atoms 1 to 2:
1. C -1.249
2. C -0.644


- What is the formula in the third record?
  C3H4N2


- Look up the E_LUMO of the fourth one.
  0.35 eV


- E_HOMO of number 4 (C5H23NO8)?
  -10.28 eV